Formula: C38H78O13S
Source: the OMol25 dataset
Level of theory: ωB97M-V/def2-TZVPD

The highest occupied orbital energy is -9.224 eV. For the HOMO-LUMO gap, the calculation gives 9.29 eV. The calculation puts the total energy at -78121.998 eV.

Each line ends with the Löwdin charge.
CARTESIAN COORDINATES (ANGSTROEM)
C: 0.94090 0.54440 0.05523  -0.263
S: 0.28509 -0.84859 -0.77479  0.808
O: 0.67989 -2.05583 -0.02723  -0.535
C: -1.38086 -0.57786 -0.25609  -0.251
H: 2.01972 0.52401 -0.15732  0.052
H: 0.74723 0.52842 1.11881  0.043
H: 0.61368 1.45961 -0.41792  0.040
H: -1.80889 0.35577 -0.63477  0.035
H: -1.43260 -0.56859 0.84401  0.062
H: -1.94858 -1.40310 -0.68023  0.041
C: 3.51611 1.47951 3.56463  -0.007
C: 2.50160 2.52961 4.14231  -0.407
O: 2.40387 2.58959 5.38589  0.007
C: 1.69590 3.40760 3.16574  -0.015
H: 2.95561 0.55500 3.43941  0.057
H: 4.28845 1.27229 4.26565  0.068
H: 3.89102 1.71576 2.56878  0.075
H: 1.35130 2.84146 2.29631  0.060
H: 2.35753 4.24366 2.89311  0.093
H: 0.87070 3.86002 3.67910  0.065
C: -4.11653 -3.58104 0.24792  -0.020
C: -4.66485 -2.22380 0.44400  -0.472
O: -4.90115 -1.51200 -0.52819  0.038
C: -5.01876 -1.80727 1.88244  -0.004
H: -4.65130 -4.33589 0.80915  0.090
H: -3.17574 -3.55531 0.81792  0.071
H: -3.93427 -3.89939 -0.77898  0.075
H: -5.64017 -0.92182 1.91472  0.077
H: -4.11545 -1.61658 2.50847  0.073
H: -5.54211 -2.62670 2.37684  0.080
C: 1.98139 6.16476 -1.07366  -0.015
C: 2.74924 4.88381 -0.73555  -0.498
O: 2.21627 3.96270 -0.17715  0.043
C: 4.17518 4.76914 -1.22111  -0.010
H: 2.17324 6.91444 -0.31552  0.081
H: 0.91290 5.93150 -1.07467  0.068
H: 2.31908 6.61488 -2.02577  0.087
H: 4.68313 5.54952 -0.65448  0.091
H: 4.28004 4.98143 -2.28468  0.088
H: 4.60606 3.81223 -0.99683  0.078
C: 4.09872 -1.45005 0.89730  -0.028
C: 5.40105 -2.21250 1.08119  -0.484
O: 6.45957 -1.83639 0.63668  0.066
C: 5.29094 -3.50975 1.89703  -0.003
H: 4.21171 -0.66900 0.11837  0.089
H: 3.87846 -0.99402 1.87517  0.066
H: 3.25437 -2.11961 0.66481  0.061
H: 5.01990 -4.34362 1.22914  0.067
H: 4.49704 -3.43841 2.63774  0.067
H: 6.27734 -3.71548 2.36340  0.095
C: 3.15813 -5.40117 -0.53308  -0.025
C: 4.21126 -4.80929 -1.47943  -0.490
O: 5.37074 -5.16198 -1.48002  0.062
C: 3.77427 -3.67368 -2.39001  -0.018
H: 2.51375 -6.00231 -1.19694  0.082
H: 2.53654 -4.66444 0.01583  0.060
H: 3.67959 -6.06642 0.15884  0.084
H: 2.99908 -3.05851 -1.94074  0.061
H: 3.34217 -4.14176 -3.26786  0.075
H: 4.63423 -3.09379 -2.73364  0.089
C: -0.52485 1.34432 5.74416  0.000
C: -0.72794 0.51174 4.53984  -0.494
O: 0.06591 0.45030 3.64747  0.056
C: -1.92962 -0.41829 4.55263  -0.011
H: 0.41649 1.87186 5.79014  0.054
H: -0.66659 0.69252 6.60677  0.098
H: -1.30092 2.09907 5.84560  0.096
H: -1.69844 -1.37536 4.96596  0.076
H: -2.17315 -0.55932 3.48668  0.065
H: -2.82839 -0.05022 5.02649  0.083
C: -4.43603 2.71267 -3.54287  -0.018
C: -3.86631 1.97924 -2.36886  -0.450
O: -2.65010 1.87677 -2.19459  0.006
C: -4.84176 1.58989 -1.27601  -0.009
H: -4.79094 3.71799 -3.29750  0.095
H: -5.29517 2.18825 -3.94991  0.087
H: -3.75691 2.92714 -4.36284  0.078
H: -5.84566 1.50072 -1.68946  0.082
H: -4.87993 2.37908 -0.50069  0.100
H: -4.58625 0.62265 -0.84624  0.048
C: -0.71975 -4.00586 2.30824  -0.025
C: 0.74506 -3.84171 2.51025  -0.509
O: 1.59429 -4.67609 2.24769  0.051
C: 1.16206 -2.61539 3.21932  -0.023
H: -1.13192 -3.57740 3.22794  0.083
H: -1.03708 -5.03225 2.13831  0.086
H: -0.98785 -3.33951 1.47669  0.066
H: 2.04101 -2.15776 2.76298  0.066
H: 1.44531 -2.77314 4.26427  0.107
H: 0.37894 -1.87258 3.24014  0.043
C: -2.21462 -1.45972 -4.00514  -0.013
C: -2.28120 -0.69830 -5.32591  -0.484
O: -2.92961 -1.09705 -6.26718  0.064
C: -1.41074 0.55264 -5.38322  -0.024
H: -2.64712 -0.75977 -3.28847  0.064
H: -1.16883 -1.67454 -3.69055  0.075
H: -2.85088 -2.35540 -4.12548  0.091
H: -1.49628 1.02362 -4.41579  0.040
H: -1.63341 1.26078 -6.19782  0.092
H: -0.36476 0.27423 -5.50767  0.089
C: -0.18681 5.23059 -4.24107  -0.016
C: 0.32004 3.83089 -4.19726  -0.478
O: 0.79327 3.18111 -5.13296  0.050
C: 0.40884 3.26802 -2.80231  -0.029
H: -0.51014 5.47391 -5.23453  0.080
H: 0.59474 5.92666 -3.92762  0.085
H: -0.98693 5.23534 -3.48742  0.090
H: 0.23828 4.06476 -2.06506  0.057
H: 1.37580 2.79781 -2.59273  0.093
H: -0.37919 2.53129 -2.74689  0.056
C: 0.01821 -4.28730 -3.01902  -0.019
C: -1.15523 -4.72452 -2.15523  -0.430
O: -2.33538 -4.51564 -2.40908  0.035
C: -0.74872 -5.50324 -0.83924  -0.001
H: 0.21886 -3.27785 -2.60994  0.065
H: -0.21116 -4.20855 -4.07827  0.087
H: 0.96352 -4.83368 -2.89026  0.066
H: -1.55018 -5.46701 -0.11489  0.051
H: 0.14353 -4.91336 -0.48777  0.069
H: -0.39876 -6.50833 -1.06969  0.084
C: -1.42315 5.18086 1.99361  -0.031
C: -2.28678 4.02524 2.35167  -0.495
O: -2.95828 3.97109 3.35010  0.074
C: -2.03805 2.79086 1.47042  -0.016
H: -0.55995 4.95786 1.35359  0.073
H: -1.07960 5.74667 2.86608  0.093
H: -2.05512 5.83956 1.41587  0.086
H: -1.07979 2.36374 1.71723  0.052
H: -1.99453 2.96841 0.38439  0.077
H: -2.80611 2.02386 1.67358  0.086